No. 1
{"formula": "C7H16N3P", "method": "the ωB97M-V functional and the def2-TZVPD basis", "e_above_lowest_kj_mol": 242.3, "gap_ev": 9.23, "homo_energy_ha": -0.3239, "mol_weight_g_mol": 173.200, "multiplicity": 1, "elements": ["C", "C", "C", "C", "C", "C", "C", "N", "N", "N", "P", "H", "H", "H", "H", "H", "H", "H", "H", "H", "H", "H", "H", "H", "H", "H", "H"], "xyz": [[-1.6693, -0.4920, 1.4721], [0.2281, -2.0392, 1.0479], [-1.2661, 0.0576, 0.0446], [0.8417, -1.2552, -0.0289], [0.5082, 0.2579, 1.7464], [-0.3434, -0.9852, 2.1126], [0.2064, 0.1046, 0.2403], [2.6839, 1.3862, -0.7568], [-0.6604, 0.8091, -3.2909], [0.3811, 2.7760, -0.5455], [1.0860, 1.4429, -0.5366], [-2.0022, 0.3377, 2.1008], [-2.5021, -1.2331, 1.5225], [-0.6677, -2.5972, 0.5909], [0.8437, -2.7373, 1.6666], [-1.6187, -0.5680, -0.8432], [-1.6308, 1.0530, -0.1557], [1.9512, -1.2477, -0.1027], [0.5393, -1.5739, -1.1236], [0.2452, 1.2739, 2.2617], [1.6040, 0.0784, 2.0533], [-0.4527, -1.2284, 3.1592], [3.0031, 0.4343, -0.7652], [-0.9302, 1.8084, -3.2756], [0.1308, 0.7759, -4.0379], [0.9654, 3.5339, -0.8122], [-1.4746, -0.1725, -3.7442]], "lowdin_charge": [-0.15, -0.15, -0.15, -0.21, -0.14, -0.25, -0.61, -0.19, -0.10, -0.18, 0.70, 0.10, 0.12, 0.14, 0.12, 0.13, 0.09, 0.11, 0.15, 0.15, 0.14, 0.13, -0.07, -0.02, 0.01, -0.02, 0.18]}

No. 2
{"formula": "C4H2N2O", "method": "the ωB97M-V functional and the def2-TZVPD basis", "e_above_lowest_kj_mol": 220.3, "gap_ev": 10.47, "homo_energy_ha": -0.3711, "mol_weight_g_mol": 94.073, "multiplicity": 1, "elements": ["C", "C", "C", "C", "H", "H", "N", "N", "O"], "xyz": [[-1.4718, -2.2032, -0.5087], [-0.8061, -1.2440, -0.1933], [0.0653, -0.1294, -0.0754], [0.6536, 1.8123, 0.5085], [-1.6778, -3.2967, -0.7521], [0.5384, 2.7550, 0.9937], [1.3005, 0.0189, -0.5145], [1.7581, 1.3095, 0.0039], [-0.3603, 0.9777, 0.5379]], "lowdin_charge": [0.13, -0.04, -0.39, -0.20, 0.08, 0.13, 0.12, 0.08, 0.09]}

No. 3
{"formula": "C21H12Br2Cl8GeHgN2O3", "method": "the ωB97M-V functional and the def2-TZVPD basis", "e_above_lowest_kj_mol": 380.1, "gap_ev": 5.92, "homo_energy_ha": -0.0770, "mol_weight_g_mol": 1056.970, "multiplicity": 1, "total_charge": -2, "elements": ["Hg", "O", "C", "C", "C", "C", "C", "C", "C", "O", "N", "N", "C", "C", "C", "C", "C", "C", "C", "O", "H", "H", "H", "H", "H", "H", "H", "H", "H", "H", "Br", "C", "Br", "H", "H", "Cl", "C", "C", "C", "Cl", "C", "Cl", "C", "Cl", "C", "Cl", "Cl", "Ge", "Cl", "Cl"], "xyz": [[1.2262, 0.6628, -0.0913], [-3.8135, -1.3558, 0.0141], [-3.1797, -2.1212, -0.8941], [-3.5060, -3.4698, -0.9891], [-2.8761, -4.2788, -1.9184], [-1.9101, -3.7640, -2.7753], [-1.5668, -2.4285, -2.6870], [-2.1969, -1.6069, -1.7541], [-1.8119, -0.2312, -1.6138], [-0.9295, 0.4748, -2.3735], [-2.2052, 0.7235, -0.8289], [-1.3640, 1.5907, -1.5426], [-0.2677, 2.1990, -0.8158], [-0.7633, 2.9149, 0.4086], [-2.0231, 3.5020, 0.4401], [-2.4692, 4.2060, 1.5506], [-1.6414, 4.3226, 2.6594], [-0.3968, 3.7219, 2.6647], [0.0763, 2.9989, 1.5521], [1.2464, 2.4198, 1.5801], [-3.4171, -0.4620, 0.0398], [-4.2592, -3.8667, -0.3214], [-3.1392, -5.3279, -1.9696], [-1.4174, -4.4020, -3.4968], [-0.8063, -1.9967, -3.3251], [0.2240, 2.8998, -1.4929], [-2.6639, 3.4164, -0.4296], [-3.4525, 4.6623, 1.5445], [-1.9718, 4.8926, 3.5218], [0.2600, 3.7984, 3.5233], [2.7811, -1.5141, -3.7013], [3.5079, 0.2272, -3.3108], [2.4271, 1.6158, -4.0821], [4.4952, 0.2907, -3.7497], [3.5470, 0.3759, -2.2328], [-0.9508, -0.7737, 1.9062], [0.5015, -1.7218, 1.9385], [1.5416, -1.3638, 1.0875], [2.6882, -2.1424, 1.1713], [4.0166, -1.7670, 0.1256], [2.8151, -3.2208, 2.0451], [4.2594, -4.1655, 2.1006], [1.7497, -3.5469, 2.8788], [1.8680, -4.8850, 3.9610], [0.5812, -2.7930, 2.8243], [-0.7481, -3.2039, 3.8493], [5.7714, 4.3277, 1.8760], [3.4687, 3.4482, 1.4876], [2.8688, 5.0633, 0.0092], [3.8260, 1.6543, -0.3642]], "lowdin_charge": [0.98, 0.06, -0.28, -0.02, -0.10, -0.10, -0.01, -0.09, -0.35, 0.01, 0.13, -0.12, -0.26, -0.21, -0.08, -0.14, -0.14, -0.04, -0.45, -0.45, 0.07, 0.11, 0.09, 0.09, 0.11, 0.09, 0.10, 0.08, 0.08, 0.10, 0.51, -1.12, 0.54, -0.01, -0.15, 0.69, -0.71, -0.24, -0.72, 0.62, -0.72, 0.63, -0.72, 0.63, -0.72, 0.64, -0.41, 0.28, -0.17, -0.14]}

No. 4
{"formula": "C2HN2OPS2", "method": "the ωB97M-V functional and the def2-TZVPD basis", "e_above_lowest_kj_mol": 66.1, "gap_ev": 7.96, "homo_energy_ha": -0.3296, "mol_weight_g_mol": 164.151, "multiplicity": 1, "elements": ["C", "C", "N", "N", "O", "P", "S", "S", "H"], "xyz": [[0.0893, -0.1647, 0.0016], [1.4932, -2.3122, -0.0019], [1.2663, 0.2617, -0.0349], [2.2446, -0.5804, -0.0474], [2.2147, -3.2310, -0.0175], [3.9051, -0.3806, -0.0084], [4.2287, 1.5248, 0.0294], [-0.1492, -1.9598, 0.0439], [-0.7803, 0.4604, 0.0050]], "lowdin_charge": [-0.40, -0.67, -0.11, -0.45, 0.06, 0.40, 0.06, 1.04, 0.07]}

No. 5
{"formula": "C25H27BNO5PPdS", "method": "the ωB97M-V functional and the def2-TZVPD basis", "e_above_lowest_kj_mol": 0.0, "s2": 6.027, "gap_ev": [7.52, 5.03], "homo_energy_ha": [-0.5116, -0.5599], "mol_weight_g_mol": 601.766, "multiplicity": 5, "total_charge": 2, "elements": ["Pd", "O", "S", "O", "O", "C", "C", "C", "C", "C", "C", "P", "C", "C", "C", "C", "C", "C", "C", "C", "C", "C", "C", "C", "H", "H", "H", "H", "H", "H", "H", "H", "H", "H", "H", "H", "H", "H", "N", "C", "H", "C", "C", "C", "O", "B", "O", "C", "C", "C", "H", "H", "H", "H", "H", "H", "H", "H", "H", "H", "H", "H"], "xyz": [[1.0679, -1.3622, 0.4838], [1.1765, -1.2338, 2.5996], [0.2653, -0.0723, 2.8913], [-0.4210, -0.1495, 4.1282], [-0.5686, 0.0878, 1.6657], [1.3344, 1.3409, 2.8960], [1.5456, 1.9981, 4.0916], [2.4165, 3.0849, 4.1309], [3.0668, 3.5008, 2.9829], [2.8518, 2.8415, 1.7768], [1.9757, 1.7617, 1.7191], [1.7111, 0.9276, 0.1433], [0.1487, 1.5487, -0.5587], [-0.7530, 2.3029, 0.2409], [-2.0783, 2.5829, -0.1919], [-2.5018, 2.1314, -1.4065], [-1.6090, 1.3865, -2.2083], [-0.2764, 1.1113, -1.7787], [3.0331, 1.3417, -0.9829], [4.2359, 0.6448, -0.8384], [5.3136, 0.9602, -1.6470], [5.1917, 1.9599, -2.6049], [3.9978, 2.6534, -2.7510], [2.9150, 2.3505, -1.9406], [1.0359, 1.6565, 4.9825], [2.5877, 3.5974, 5.0677], [3.7485, 4.3396, 3.0177], [3.3706, 3.1697, 0.8854], [-0.4146, 2.7027, 1.1880], [-2.7302, 3.1608, 0.4491], [-3.5022, 2.3346, -1.7631], [-1.9396, 1.0037, -3.1654], [0.3615, 0.5124, -2.4177], [4.3317, -0.1314, -0.0876], [6.2482, 0.4283, -1.5339], [6.0339, 2.2017, -3.2390], [3.9121, 3.4363, -3.4920], [1.9947, 2.9101, -2.0491], [3.5688, -3.4154, 0.1699], [2.7317, -2.6336, 0.2363], [4.3022, -4.1013, 0.1243], [-2.6695, -4.1917, -1.4846], [-2.8657, -3.2640, -0.3006], [-3.7635, -3.8825, 0.7455], [-1.5168, -3.0709, 0.3064], [-1.0587, -1.9402, -0.2301], [-1.9010, -1.1905, -0.9775], [-3.2459, -1.8043, -0.7080], [-4.0703, -1.6937, -1.9684], [-3.8501, -1.0058, 0.4314], [-2.2151, -5.1181, -1.1371], [-2.0209, -3.7501, -2.2427], [-3.6264, -4.4359, -1.9454], [-3.4225, -4.8929, 0.9654], [-4.7861, -3.9472, 0.3696], [-3.7632, -3.3107, 1.6705], [-3.5577, -2.1176, -2.8291], [-4.3008, -0.6468, -2.1726], [-5.0199, -2.2153, -1.8403], [-3.2320, -1.0526, 1.3284], [-4.8449, -1.3787, 0.6730], [-3.9496, 0.0379, 0.1318]], "mulliken_spin": [1.95, 0.18, -0.06, 0.03, 0.14, 0.04, 0.00, 0.01, 0.00, 0.01, -0.04, 0.23, 0.11, 0.18, 0.12, 0.11, 0.23, 0.31, 0.00, 0.02, 0.00, 0.01, 0.00, 0.02, 0.00, 0.00, 0.00, 0.00, 0.02, 0.00, 0.01, 0.00, -0.04, 0.01, 0.00, 0.00, 0.00, 0.00, 0.03, 0.05, 0.00, 0.02, 0.03, 0.00, -0.15, 0.46, -0.04, 0.00, 0.00, 0.00, 0.00, -0.01, 0.00, 0.00, 0.00, 0.00, 0.00, 0.00, 0.00, -0.01, 0.00, 0.00]}

No. 6
{"formula": "C9H11BrN", "method": "the ωB97M-V functional and the def2-TZVPD basis", "e_above_lowest_kj_mol": 96.0, "gap_ev": 9.96, "homo_energy_ha": -0.4873, "mol_weight_g_mol": 213.098, "multiplicity": 1, "total_charge": 1, "elements": ["C", "C", "C", "C", "C", "C", "C", "C", "C", "N", "Br", "H", "H", "H", "H", "H", "H", "H", "H", "H", "H", "H"], "xyz": [[-2.6305, 1.4557, -0.4671], [-2.1525, 1.8471, 0.7738], [-1.8918, 0.6345, -1.3056], [-0.9060, 1.4138, 1.2327], [-0.6460, 0.1900, -0.8741], [-0.2525, 0.6044, 0.3666], [0.3166, -0.6588, -1.6547], [1.6773, -0.4862, 0.4310], [1.9180, -1.2077, 1.7134], [1.2113, -1.3664, -0.6795], [3.0822, 0.6810, -0.1905], [-3.5995, 1.8013, -0.7912], [-2.7412, 2.4970, 1.4019], [-2.2631, 0.3525, -2.2782], [-0.5161, 1.7059, 2.1924], [-0.1917, -1.3883, -2.2871], [0.9387, -0.0158, -2.2860], [2.2321, -0.5020, 2.4777], [2.7095, -1.9546, 1.6085], [1.0104, -1.6993, 2.0606], [0.6846, -2.1395, -0.2525], [2.0103, -1.7647, -1.1920]], "lowdin_charge": [-0.05, -0.05, -0.01, -0.04, -0.22, 0.03, -0.07, -0.70, -0.11, 0.01, 0.81, 0.12, 0.12, 0.12, 0.12, 0.15, 0.13, 0.09, 0.09, 0.09, 0.19, 0.18]}

No. 7
{"formula": "C4H7NO2", "method": "the ωB97M-V functional and the def2-TZVPD basis", "e_above_lowest_kj_mol": 450.3, "gap_ev": [8.47, 8.03], "homo_energy_ha": [-0.2825, -0.2754], "mol_weight_g_mol": 101.105, "multiplicity": 1, "elements": ["C", "N", "C", "C", "O", "C", "O", "H", "H", "H", "H", "H", "H", "H"], "xyz": [[-0.7308, 1.5901, -1.6805], [0.3049, 1.9288, -0.7412], [0.8411, 1.3926, 0.1947], [-0.8301, -1.0186, 0.5393], [0.2246, -1.8005, 0.4806], [1.1850, -1.9280, 1.3228], [1.4724, 1.0197, 1.1191], [-0.7231, 0.5205, -1.9114], [-1.7110, 1.8481, -1.2657], [-0.5743, 2.1601, -2.5995], [-1.5880, -1.2660, -0.1899], [-1.0445, -0.5300, 1.4852], [1.9940, -2.5709, 1.0095], [1.1796, -1.3457, 2.2371]], "lowdin_charge": [-0.11, 0.06, -0.35, -0.07, -0.14, -0.04, 0.11, 0.07, 0.08, 0.07, 0.07, 0.08, 0.08, 0.08]}